# 1
{
  "formula": "C4H11NO2",
  "method": "wB97M-V/def2-TZVPD",
  "spin_multiplicity": 1,
  "e_lumo_ev": 0.87,
  "de_lowest_ev": 1.6499,
  "molar_mass_g_mol": 105.14,
  "smiles": "CCOC.NC=O",
  "gap_ev": 10.563,
  "homo_ev": -9.69,
  "species": ["C", "C", "C", "O", "H", "H", "H", "H", "H", "H", "H", "H", "N", "C", "O", "H", "H", "H"],
  "positions_angstrom": [[-1.079, 0.513, -0.584], [1.014, 1.663, -1.143], [-1.955, -0.650, -0.180], [0.462, 0.438, -0.770], [-1.376, 0.854, -1.583], [-1.228, 1.352, 0.111], [2.093, 1.531, -1.276], [0.841, 2.445, -0.401], [0.586, 2.006, -2.104], [-1.779, -1.505, -0.833], [-1.776, -0.929, 0.860], [-2.998, -0.344, -0.250], [1.804, -0.867, 1.375], [0.747, -1.695, 1.390], [0.084, -2.021, 2.341], [2.057, -0.400, 2.234], [2.072, -0.466, 0.476], [0.430, -1.925, 0.338]],
  "atomic_forces_ev_per_a": [[1.62, 2.04, -1.16], [-0.44, 0.32, -0.59], [1.28, -0.45, 0.41], [-2.35, -1.51, 0.85], [-0.20, 0.05, 0.17], [0.05, -0.16, -0.10], [-0.19, -0.06, 0.05], [-0.01, 0.09, 0.14], [0.18, 0.02, 0.21], [-0.16, -0.11, 0.07], [-0.02, -0.20, -0.13], [0.08, 0.17, -0.21], [0.79, 0.14, 0.06], [-0.91, 0.63, -1.56], [0.11, -0.37, 0.68], [0.08, -0.05, -0.14], [-0.26, -0.20, 0.70], [0.34, -0.34, 0.56]],
  "nbo_charge": [-0.06, -0.25, -0.65, -0.59, 0.17, 0.17, 0.19, 0.16, 0.16, 0.22, 0.24, 0.23, -0.82, 0.53, -0.62, 0.39, 0.41, 0.10]
}

***

# 2
{
  "formula": "C4H11NO2",
  "method": "wB97M-V/def2-TZVPD",
  "spin_multiplicity": 1,
  "e_lumo_ev": 0.85,
  "de_lowest_ev": 3.7575,
  "molar_mass_g_mol": 105.14,
  "smiles": "C[C@H](CO)NCO",
  "gap_ev": 9.830,
  "homo_ev": -8.98,
  "species": ["C", "C", "C", "O", "N", "C", "O", "H", "H", "H", "H", "H", "H", "H", "H", "H", "H", "H"],
  "positions_angstrom": [[-1.516, 0.451, 0.067], [-0.025, 0.273, 0.448], [0.881, 1.525, 0.677], [0.407, 1.926, 1.958], [0.566, -0.333, -0.789], [0.406, -1.697, -0.936], [-0.696, -2.255, -1.398], [-1.704, 1.467, 0.274], [-1.828, -0.136, -0.757], [-1.981, -0.110, 0.863], [0.192, -0.379, 1.267], [0.530, 2.252, -0.063], [1.923, 1.714, 0.677], [0.112, 2.805, 1.836], [1.548, -0.047, -0.914], [1.153, -1.959, -1.635], [0.893, -2.270, 0.068], [-0.959, -1.695, -2.114]],
  "atomic_forces_ev_per_a": [[1.60, -0.94, 3.64], [3.12, -0.52, -3.85], [-4.17, 1.00, 0.25], [0.37, -0.14, 0.72], [-0.13, 2.26, 0.47], [6.17, -2.30, 2.96], [-3.59, -1.03, 0.45], [-1.13, 1.29, -0.79], [0.04, 0.60, -1.38], [-0.81, 0.13, 0.62], [-0.35, -0.59, 0.76], [-0.10, 0.14, -0.20], [1.48, -1.63, -0.27], [-0.50, 1.43, 0.43], [-0.82, -0.60, 0.08], [1.55, -0.33, -0.94], [-2.11, 0.86, -1.96], [-0.61, 0.35, -0.99]],
  "nbo_charge": [-0.63, -0.04, -0.10, -0.73, -0.66, 0.12, -0.70, 0.22, 0.23, 0.22, 0.18, 0.15, 0.19, 0.47, 0.37, 0.14, 0.09, 0.47]
}

***

# 3
{
  "formula": "C4H11NO2",
  "method": "wB97M-V/def2-TZVPD",
  "spin_multiplicity": 1,
  "e_lumo_ev": 0.69,
  "de_lowest_ev": 1.0875,
  "molar_mass_g_mol": 105.14,
  "smiles": "CC(N)=O.CCO",
  "gap_ev": 10.680,
  "homo_ev": -9.99,
  "species": ["C", "C", "O", "H", "H", "H", "H", "H", "H", "C", "C", "O", "N", "H", "H", "H", "H", "H"],
  "positions_angstrom": [[-1.804, 1.311, 1.648], [-2.780, 1.018, 0.515], [-0.742, 0.422, 1.837], [-1.457, 2.355, 1.828], [-2.327, 1.276, 2.622], [-2.265, 0.445, -0.256], [-0.272, 0.348, 0.999], [-3.255, 1.903, 0.087], [-3.607, 0.382, 0.873], [1.849, -1.679, -1.989], [1.487, -0.732, -0.897], [2.046, -0.806, 0.174], [0.551, 0.230, -1.223], [0.368, 1.074, -0.710], [0.018, 0.030, -2.052], [1.976, -2.692, -1.625], [2.782, -1.247, -2.361], [1.201, -1.692, -2.866]],
  "atomic_forces_ev_per_a": [[-0.80, 1.36, 2.65], [-0.17, -0.35, 0.20], [0.27, -0.46, -0.72], [0.11, -0.17, -1.46], [-0.32, -0.54, -0.43], [-0.05, 0.15, -0.23], [0.22, -0.30, 0.26], [0.30, 0.04, 0.00], [0.41, 0.11, -0.10], [0.06, 0.16, -0.99], [-0.35, 0.28, 0.71], [-0.13, 0.46, 0.14], [0.15, -0.79, -0.54], [0.21, -0.07, 0.13], [-0.07, 0.47, 0.02], [0.23, 0.06, 0.14], [0.24, -0.48, 0.03], [-0.30, 0.05, 0.18]],
  "nbo_charge": [-0.09, -0.65, -0.70, 0.16, 0.18, 0.20, 0.46, 0.22, 0.22, -0.71, 0.67, -0.59, -0.85, 0.40, 0.39, 0.25, 0.24, 0.21]
}

***

# 4
{
  "formula": "C4H11NO2",
  "method": "wB97M-V/def2-TZVPD",
  "spin_multiplicity": 1,
  "e_lumo_ev": -4.22,
  "de_lowest_ev": 8.8485,
  "molar_mass_g_mol": 105.14,
  "gap_ev": 4.602,
  "homo_ev": -8.83,
  "species": ["C", "N", "C", "C", "O", "C", "O", "H", "H", "H", "H", "H", "H", "H", "H", "H", "H", "H"],
  "positions_angstrom": [[-0.432, 1.197, 0.917], [-0.625, 0.943, -0.481], [0.325, 0.003, -0.950], [0.273, -1.380, -0.369], [-2.584, -0.450, -0.207], [1.289, 0.419, -1.792], [1.553, -0.255, 2.061], [-1.011, 2.053, 1.246], [-0.621, 0.291, 1.518], [0.661, 1.422, 1.105], [-1.719, 0.387, -0.471], [2.111, -0.227, -2.071], [0.800, -2.095, -0.995], [0.732, -1.392, 0.622], [-0.763, -1.634, -0.205], [2.226, -0.394, 2.741], [1.289, 1.420, -2.209], [-3.505, -0.307, -0.458]],
  "atomic_forces_ev_per_a": [[-0.16, 0.29, -0.72], [3.26, 0.56, 1.08], [-0.28, -0.54, 0.15], [0.16, 0.33, 0.33], [1.67, 0.60, 0.24], [-0.52, 0.35, -0.52], [-0.28, 0.55, -0.38], [-0.50, -0.22, -0.09], [0.36, 0.06, 0.31], [-0.13, -0.80, 0.12], [-3.92, -1.55, -0.24], [-0.04, -0.06, 0.26], [-0.06, 0.08, -0.13], [0.31, 0.04, 0.15], [-0.23, -0.34, -0.27], [0.03, -0.05, 0.01], [-0.08, -0.05, 0.11], [0.41, 0.76, -0.40]],
  "nbo_charge": [-0.45, -0.29, 0.19, -0.71, -0.92, -0.29, -0.91, 0.21, 0.29, 0.31, 0.43, 0.22, 0.23, 0.30, 0.26, 0.43, 0.21, 0.48]
}

***

# 5
{
  "formula": "C4H11NO2",
  "method": "wB97M-V/def2-TZVPD",
  "spin_multiplicity": 1,
  "e_lumo_ev": 0.72,
  "de_lowest_ev": 1.9690,
  "molar_mass_g_mol": 105.14,
  "smiles": "CNCCC=O.O",
  "gap_ev": 10.022,
  "homo_ev": -9.30,
  "species": ["C", "N", "C", "C", "C", "O", "H", "H", "H", "H", "H", "H", "H", "H", "H", "H", "H", "O"],
  "positions_angstrom": [[1.543, -0.003, 1.621], [1.476, -0.375, 0.173], [0.305, 0.306, -0.415], [0.293, 0.055, -1.935], [0.243, 1.187, -2.942], [-0.382, 2.204, -2.768], [2.586, -0.030, 1.975], [0.940, -0.609, 2.284], [1.291, 1.053, 1.599], [1.323, -1.378, 0.145], [0.401, 1.383, -0.297], [-0.655, -0.010, -0.010], [1.245, -0.476, -2.153], [-0.473, -0.653, -2.261], [0.703, 0.969, -3.918], [-3.175, -2.851, 3.844], [-3.223, -1.711, 4.939], [-2.768, -2.496, 4.634]],
  "atomic_forces_ev_per_a": [[1.31, 0.42, -1.18], [-0.68, 0.37, 1.15], [0.11, -0.13, -1.38], [1.48, -0.83, -0.48], [-1.17, -0.03, 0.80], [0.43, 0.05, -0.03], [-0.29, -0.28, -0.15], [-0.46, 0.08, 0.13], [-0.33, 0.05, 0.72], [0.03, -0.02, -0.32], [0.06, 0.06, 0.39], [-0.10, 0.05, 0.36], [-0.40, 0.16, 0.03], [-0.21, 0.03, 0.04], [0.22, 0.02, -0.10], [-0.36, 0.30, -0.07], [-0.32, 0.01, -0.33], [0.69, -0.31, 0.39]],
  "nbo_charge": [-0.42, -0.62, -0.23, -0.53, 0.45, -0.52, 0.20, 0.18, 0.19, 0.35, 0.20, 0.17, 0.23, 0.23, 0.11, 0.47, 0.48, -0.95]
}

***

# 6
{
  "formula": "C4H11NO2",
  "method": "wB97M-V/def2-TZVPD",
  "spin_multiplicity": 1,
  "e_lumo_ev": 0.77,
  "de_lowest_ev": 2.6403,
  "molar_mass_g_mol": 105.14,
  "smiles": "CN[C@H](C)C=O.O",
  "gap_ev": 9.919,
  "homo_ev": -9.15,
  "species": ["C", "N", "C", "C", "C", "O", "H", "H", "H", "H", "H", "H", "H", "H", "H", "H", "H", "O"],
  "positions_angstrom": [[-1.761, 1.202, -1.885], [-1.696, 0.038, -1.014], [0.243, 1.101, 0.086], [-0.979, 0.147, 0.339], [-0.929, -1.277, 0.871], [0.094, -1.788, 1.261], [-1.315, 0.891, -2.844], [-1.387, 2.216, -1.717], [-2.790, 1.366, -2.252], [-1.114, -0.576, -1.565], [0.779, 1.052, 1.040], [-0.161, 2.089, 0.036], [0.845, 0.656, -0.694], [-1.571, 0.720, 1.076], [-1.861, -1.882, 0.853], [4.618, -2.765, 2.227], [4.379, -1.352, 1.694], [4.606, -1.841, 2.490]],
  "atomic_forces_ev_per_a": [[-1.37, 0.21, -2.41], [0.46, -0.05, 1.58], [-0.28, -2.90, 2.76], [-1.06, 1.73, -2.15], [1.43, 0.03, -0.17], [-0.27, 0.09, 0.03], [0.32, 0.31, 0.22], [0.37, -0.48, 0.94], [-0.01, 0.01, 0.69], [0.03, -0.52, 0.42], [0.53, 0.20, -0.25], [0.14, 0.53, -0.79], [0.24, 0.68, -0.39], [-0.48, -0.39, -0.40], [-0.03, 0.55, -0.08], [-0.04, 0.00, -0.03], [-0.05, -0.04, -0.01], [0.08, 0.05, 0.06]],
  "nbo_charge": [-0.44, -0.62, -0.62, -0.14, 0.43, -0.51, 0.19, 0.20, 0.19, 0.35, 0.22, 0.22, 0.21, 0.20, 0.13, 0.47, 0.47, -0.94]
}

***

# 7
{
  "formula": "C4H11NO2",
  "method": "wB97M-V/def2-TZVPD",
  "spin_multiplicity": 1,
  "e_lumo_ev": -3.53,
  "de_lowest_ev": 7.8889,
  "molar_mass_g_mol": 105.14,
  "gap_ev": 3.809,
  "homo_ev": -7.33,
  "species": ["C", "O", "C", "C", "C", "O", "N", "H", "H", "H", "H", "H", "H", "H", "H", "H", "H", "H"],
  "positions_angstrom": [[-1.289, 1.499, -1.216], [-0.604, -1.980, 1.577], [-0.123, 0.807, -0.852], [0.025, 0.637, 0.703], [1.197, -0.231, 1.103], [2.296, -0.134, 0.179], [-0.131, -0.673, -1.301], [-2.220, 0.979, -1.427], [-1.315, 2.524, -1.570], [-0.628, -2.940, 1.657], [0.777, 1.309, -1.226], [-0.028, 1.643, 1.138], [-0.858, 0.101, 1.050], [1.642, 0.043, 2.063], [0.884, -1.297, 1.222], [1.928, -0.398, -0.673], [-1.002, -0.585, -1.832], [-0.551, -1.303, -0.594]],
  "atomic_forces_ev_per_a": [[-0.24, 0.12, -0.66], [-0.43, -0.38, -0.45], [0.67, -2.47, 0.26], [-1.58, 1.05, 1.21], [2.73, -0.04, -0.60], [-0.44, 0.26, 0.13], [-2.16, 1.55, -0.69], [-0.02, -0.15, 0.50], [0.33, 0.17, 0.41], [-0.14, 0.00, 0.09], [0.10, 0.06, 0.20], [0.46, -0.14, 0.28], [-0.13, 0.04, -0.12], [-0.31, 0.50, -0.02], [-0.76, 0.43, -0.25], [0.28, -0.37, -0.05], [0.63, -0.93, -1.26], [1.02, 0.30, 1.02]],
  "nbo_charge": [0.00, -1.12, -0.22, -0.37, -0.11, -0.70, -0.78, 0.20, 0.21, 0.43, 0.27, 0.21, 0.28, 0.19, 0.29, 0.47, 0.34, 0.42]
}

***

# 8
{
  "formula": "C4H11NO2",
  "method": "wB97M-V/def2-TZVPD",
  "spin_multiplicity": 2,
  "e_lumo_ev": [-3.57, -9.11],
  "de_lowest_ev": 1.2932,
  "total_charge": 1,
  "molar_mass_g_mol": 105.14,
  "gap_ev": [11.066, 5.527],
  "homo_ev": [-14.63, -14.63],
  "species": ["N", "C", "C", "C", "C", "O", "H", "H", "H", "H", "H", "H", "H", "H", "H", "H", "H", "O"],
  "positions_angstrom": [[-0.612, 1.029, -0.742], [-1.271, -0.165, -0.550], [-0.595, -1.506, -0.328], [0.789, -1.698, -0.897], [-0.845, -1.533, 1.142], [-2.441, -0.112, -0.550], [0.341, 1.256, -0.593], [-1.181, 1.824, -0.467], [-1.257, -2.183, -0.904], [0.846, -2.559, -1.544], [1.082, -0.809, -1.435], [1.493, -1.777, -0.155], [-0.923, -0.589, 1.714], [-0.102, -2.081, 1.769], [-1.826, -2.035, 1.459], [1.876, 4.847, 1.102], [2.748, 4.047, 0.297], [1.878, 4.044, 0.683]],
  "atomic_forces_ev_per_a": [[-1.73, -0.61, 0.56], [5.49, 3.39, -1.37], [-0.93, -1.37, -1.14], [-1.04, 1.19, -1.17], [-1.16, -1.80, 3.99], [-4.91, -0.57, 0.14], [1.21, -0.79, 0.26], [-0.11, 0.09, -0.45], [0.15, 0.07, 0.80], [-0.12, -0.11, -0.21], [0.21, 0.12, -0.64], [1.63, -0.38, 2.02], [0.28, 0.08, -0.77], [-0.05, 0.20, -1.00], [1.15, 0.60, -0.98], [-0.47, 3.21, 1.88], [0.55, -0.34, -0.42], [-0.14, -2.98, -1.52]],
  "nbo_charge": [-0.73, 0.68, -0.24, -0.61, -0.66, -0.11, 0.44, 0.43, 0.27, 0.26, 0.23, 0.24, 0.25, 0.28, 0.27, 0.47, 0.47, -0.94]
}